14
Properties=species:S:1:pos:R:3:lowdin_charge:R:1 method="wB97M-V/def2-TZVPD" lumo_energy_ev=0.9 total_energy_ev=-7254.8387 largest_force_ev_per_a=3.9 de_lowest_kj_mol=293.00
C -0.41 0.50 1.17 -0.271
C -0.95 0.02 -1.07 -0.227
C 0.27 -0.98 -1.07 -0.120
C 0.94 -0.12 1.10 -0.138
H -0.24 1.37 1.89 0.125
H -1.14 -0.18 1.65 0.120
H -0.20 1.75 -0.32 0.061
H -1.99 -0.48 -0.93 0.119
H -1.11 0.49 -2.07 0.103
H 0.76 -1.21 -2.04 0.085
H 1.99 -1.40 -0.01 0.131
H 1.83 0.02 1.79 0.113
N -0.89 1.13 -0.06 -0.059
N 1.14 -0.89 -0.02 -0.041



64
Properties=species:S:1:pos:R:3:lowdin_charge:R:1 method="wB97M-V/def2-TZVPD" lumo_energy_ev=-2.9 total_energy_ev=-36604.3324 largest_force_ev_per_a=5.2 de_lowest_kj_mol=1048.81 charge=+1
C -6.86 -0.98 2.29 -0.008
C -6.75 0.06 1.06 -0.362
O -6.85 1.32 1.22 0.056
N -6.54 -0.49 -0.32 -0.098
C -7.87 -0.33 -0.99 -0.094
C -5.47 0.24 -1.00 -0.097
C -5.67 1.14 -2.28 0.021
C -4.49 1.91 -2.97 -0.029
C -3.03 1.88 -2.40 -0.001
C -2.82 1.00 -1.14 -0.042
C -3.99 0.19 -0.46 0.033
C -3.56 -0.69 0.82 -0.256
O -3.97 -1.87 1.02 0.050
C -2.52 0.03 1.81 -0.026
C -2.66 -0.08 3.37 0.022
C -1.61 0.71 4.23 -0.041
C -0.49 1.57 3.56 -0.049
C -0.33 1.65 1.99 -0.010
C -1.36 0.87 1.15 -0.042
C -1.35 0.90 -0.47 -0.239
O -0.28 0.89 -1.15 0.013
H -7.96 -1.00 2.65 0.100
H -6.64 -2.01 1.84 0.086
H -6.14 -0.72 3.14 0.086
H -7.91 -0.67 -2.08 0.105
H -8.10 0.81 -1.00 0.105
H -8.74 -0.82 -0.44 0.108
H -6.69 1.27 -2.77 0.087
H -4.68 2.53 -3.92 0.095
H -2.16 2.43 -2.89 0.103
H -3.51 -0.68 3.87 0.105
H -1.71 0.63 5.36 0.092
H 0.27 2.18 4.15 0.094
H 0.50 2.26 1.50 0.093
C 3.22 0.71 1.74 -0.094
C 3.28 1.29 0.34 -0.257
C 2.83 0.32 -0.75 -0.187
C 3.66 -0.94 -0.99 -0.088
N 5.11 -0.73 -1.45 -0.227
C 6.07 -0.57 -0.26 -0.089
C 6.38 -1.98 0.17 -0.154
C 6.56 -2.71 -1.14 -0.148
C 5.63 -2.02 -2.13 -0.076
C 5.24 0.42 -2.41 0.022
H 3.77 -0.24 1.82 0.063
H 3.65 1.41 2.46 0.085
H 2.18 0.52 2.04 0.061
H 4.29 1.67 0.13 0.087
H 2.63 2.17 0.30 0.109
H 2.72 0.87 -1.69 0.113
H 1.81 -0.01 -0.51 0.107
H 3.17 -1.49 -1.80 0.133
H 3.67 -1.59 -0.12 0.131
H 6.96 -0.06 -0.62 0.144
H 5.61 0.03 0.53 0.112
H 5.56 -2.42 0.74 0.118
H 7.28 -2.03 0.79 0.133
H 6.34 -3.78 -1.05 0.127
H 7.59 -2.62 -1.49 0.125
H 4.78 -2.65 -2.42 0.130
H 6.17 -1.74 -3.04 0.129
H 5.01 1.35 -1.90 0.099
H 4.56 0.25 -3.24 0.120
H 6.27 0.46 -2.77 0.110



71
Properties=species:S:1:pos:R:3:lowdin_charge:R:1 method="wB97M-V/def2-TZVPD" smiles="CCCCCCC[C@@H]1COC(=O)O1.CCCCCC.CCCCCC" lumo_energy_ev=0.5 total_energy_ev=-29696.8611 largest_force_ev_per_a=10.0 de_lowest_kj_mol=605.05
C -5.27 -0.17 -3.20 -0.153
C -5.49 -0.02 -4.85 -0.272
C -6.17 -1.34 -5.55 -0.231
C -5.07 -2.46 -6.09 -0.219
C -3.90 -2.72 -4.98 -0.232
C -2.99 -4.06 -5.23 -0.182
C -1.45 -3.67 -4.73 -0.120
C -1.15 -4.13 -3.19 -0.242
C -0.55 -3.06 -2.10 -0.083
O -0.41 -4.01 -0.95 -0.088
C -0.32 -5.40 -1.46 -0.233
O -0.33 -6.57 -0.79 0.027
O -0.17 -5.23 -2.94 -0.048
H -5.57 0.85 -2.70 0.076
H -5.86 -1.10 -2.76 0.082
H -4.13 -0.44 -3.06 0.060
H -6.25 0.88 -4.98 0.103
H -4.48 0.33 -5.38 0.116
H -6.72 -0.94 -6.53 0.109
H -7.02 -1.82 -4.89 0.112
H -4.65 -2.10 -7.13 0.113
H -5.66 -3.47 -6.32 0.118
H -4.44 -2.83 -3.92 0.120
H -3.27 -1.72 -4.90 0.100
H -3.01 -4.47 -6.34 0.122
H -3.35 -4.90 -4.46 0.121
H -1.23 -2.51 -4.80 0.121
H -0.73 -4.29 -5.45 0.131
H -2.10 -4.56 -2.60 0.166
H 0.58 -2.75 -2.31 0.155
H -1.14 -2.05 -1.90 0.151
C -0.07 -1.44 1.49 -0.104
C 1.19 -0.70 1.05 -0.270
C 1.58 0.44 1.98 -0.232
C 0.55 1.58 2.09 -0.224
C 0.18 2.25 0.77 -0.271
C 1.36 2.94 0.09 -0.113
H -0.94 -0.78 1.49 0.069
H -0.28 -2.27 0.81 0.047
H 0.05 -1.85 2.50 0.081
H 1.06 -0.34 0.02 0.094
H 2.02 -1.42 1.02 0.109
H 2.54 0.85 1.65 0.098
H 1.75 0.04 2.99 0.108
H 0.95 2.34 2.78 0.098
H -0.36 1.20 2.56 0.103
H -0.59 3.01 0.97 0.105
H -0.27 1.53 0.08 0.096
H 1.80 3.70 0.75 0.069
H 1.03 3.44 -0.82 0.070
H 2.14 2.23 -0.18 0.067
C 2.65 4.97 5.27 -0.114
C 4.09 4.75 4.82 -0.272
C 4.27 3.49 3.98 -0.225
C 3.95 2.17 4.69 -0.234
C 4.73 1.91 5.98 -0.272
C 6.23 1.79 5.75 -0.115
H 2.30 4.16 5.91 0.067
H 2.57 5.91 5.83 0.070
H 1.98 5.04 4.41 0.072
H 4.75 4.73 5.70 0.099
H 4.40 5.62 4.22 0.105
H 5.31 3.46 3.61 0.102
H 3.64 3.56 3.08 0.098
H 4.13 1.35 3.99 0.104
H 2.88 2.14 4.92 0.097
H 4.37 0.97 6.41 0.106
H 4.53 2.69 6.72 0.099
H 6.46 0.99 5.04 0.076
H 6.74 1.56 6.69 0.070
H 6.66 2.72 5.36 0.066



28
Properties=species:S:1:pos:R:3:lowdin_charge:R:1 method="wB97M-V/def2-TZVPD" lumo_energy_ev="0.6 / -3.0" s_squared=2.01 spin_multiplicity=3 total_energy_ev=-24011.0224 largest_force_ev_per_a=6.7 de_lowest_kj_mol=0.00
C 0.05 2.95 0.14 -0.066
C 1.42 2.46 0.01 -0.005
C -1.04 2.10 0.24 -0.096
C 0.57 0.25 0.41 -0.196
C 1.63 1.09 0.11 -0.196
C -0.70 0.77 0.41 -0.327
C 1.15 -1.10 0.49 0.030
C -4.27 -0.42 -0.40 -0.239
C -3.45 -1.49 -0.94 -0.246
C -3.62 0.32 0.45 -0.319
C -2.18 -1.51 -0.48 -0.317
C 2.49 -1.03 0.27 -0.281
C 2.98 0.36 0.08 -0.062
C 3.37 -2.21 0.20 -0.055
P -2.01 -0.42 0.93 1.126
H -0.11 4.03 -0.24 0.126
H 2.25 3.16 -0.10 0.111
H -2.10 2.35 0.25 0.096
H 0.61 -2.02 0.46 0.096
H -5.23 -0.35 -0.87 0.091
H -3.95 -2.13 -1.75 0.118
H -4.00 1.14 1.00 0.037
H -1.44 -2.30 -0.53 0.034
H 3.19 0.66 -0.98 0.152
H 3.73 0.96 0.59 0.126
H 4.08 -2.40 1.03 0.095
H 3.89 -2.20 -0.82 0.108
H 2.70 -3.02 0.04 0.056



60
Properties=species:S:1:pos:R:3:lowdin_charge:R:1 method="wB97M-V/def2-TZVPD" smiles="Cc1ccccc1C(=O)c1cccn1CC(=O)NCCCN1CCc2ccccc2C1" lumo_energy_ev=0.3 total_energy_ev=-35999.2098 largest_force_ev_per_a=0.7 de_lowest_kj_mol=15.23
C 0.30 1.14 1.18 -0.016
C 1.27 1.33 0.05 -0.220
C 2.63 1.41 0.31 -0.044
C 3.55 1.52 -0.72 -0.086
C 3.12 1.55 -2.03 -0.079
C 1.77 1.47 -2.31 -0.017
C 0.84 1.38 -1.28 -0.142
C -0.61 1.29 -1.65 -0.284
O -1.06 0.28 -2.17 0.047
C -1.36 2.49 -1.38 -0.158
C -0.88 3.68 -0.82 -0.010
C -1.93 4.57 -0.75 -0.053
C -3.04 3.93 -1.28 -0.051
N -2.69 2.69 -1.67 -0.031
C -3.61 1.76 -2.26 -0.027
H -3.09 1.16 -3.02 0.127
H -4.43 2.32 -2.72 0.136
C -4.22 0.84 -1.17 -0.470
O -5.19 1.17 -0.53 0.062
N -3.56 -0.32 -1.05 0.076
H -2.69 -0.43 -1.57 0.090
C -3.87 -1.31 -0.04 -0.168
H -4.72 -0.93 0.53 0.120
C -2.67 -1.55 0.88 -0.150
C -1.52 -2.26 0.15 -0.195
N -0.25 -2.03 0.81 -0.192
C 0.87 -2.22 -0.09 -0.135
C 2.19 -1.99 0.59 -0.157
C 3.33 -1.78 -0.19 -0.047
C 4.56 -1.58 0.40 -0.096
C 4.67 -1.59 1.78 -0.089
C 3.55 -1.80 2.56 -0.042
C 2.31 -2.01 1.97 -0.177
C 1.09 -2.23 2.82 -0.117
C -0.06 -2.82 2.01 -0.177
H 0.17 -3.88 1.77 0.132
H -0.97 -2.80 2.61 0.117
H 0.77 -1.26 3.24 0.118
H 1.33 -2.88 3.66 0.119
H 3.63 -1.81 3.63 0.112
H 5.63 -1.43 2.25 0.100
H 5.43 -1.42 -0.22 0.103
H 3.23 -1.77 -1.27 0.119
H 0.87 -3.25 -0.51 0.140
H 0.76 -1.52 -0.92 0.119
H -1.42 -1.84 -0.85 0.101
H -1.75 -3.33 0.05 0.132
H -3.00 -2.14 1.73 0.107
H -2.31 -0.59 1.25 0.115
H -4.15 -2.25 -0.53 0.125
H -4.04 4.29 -1.41 0.130
H -1.91 5.58 -0.37 0.097
H 0.13 3.85 -0.50 0.120
H 1.42 1.48 -3.33 0.121
H 3.83 1.63 -2.84 0.102
H 4.60 1.58 -0.49 0.105
H 2.98 1.36 1.33 0.116
H 0.77 1.40 2.13 0.087
H 0.00 0.09 1.21 0.059
H -0.59 1.75 1.05 0.076



87
Properties=species:S:1:pos:R:3:lowdin_charge:R:1 method="wB97M-V/def2-TZVPD" lumo_energy_ev=0.5 total_energy_ev=-53981.9221 largest_force_ev_per_a=9.0
C 0.59 -0.87 -0.68 -0.010
C 0.26 0.42 -1.68 -0.269
O 0.79 0.36 -2.92 -0.041
O -0.57 1.54 -1.18 -0.129
C -1.88 1.06 -0.69 -0.187
C -3.04 2.16 -1.04 -0.149
C -4.24 1.61 -2.03 -0.207
C -5.31 0.59 -1.32 -0.176
C -4.70 -0.88 -0.92 -0.277
O -4.08 -1.61 -2.04 -0.406
S -3.89 -3.29 -1.62 1.031
O -3.54 -3.28 -0.10 -0.477
O -2.55 -3.94 -2.46 -0.316
H 1.68 -1.30 -0.91 0.093
H 0.59 -0.45 0.43 0.095
H -0.18 -1.75 -0.83 0.084
H -2.05 0.00 -1.15 0.119
H -1.78 0.93 0.49 0.141
H -2.50 3.03 -1.65 0.132
H -3.46 2.60 -0.04 0.118
H -3.82 1.17 -3.06 0.134
H -4.86 2.57 -2.36 0.118
H -5.85 1.04 -0.37 0.129
H -6.18 0.42 -2.11 0.123
H -5.59 -1.55 -0.50 0.130
H -3.94 -0.70 -0.03 0.123
H -1.71 -3.82 -1.90 0.093
C -2.39 -6.76 -0.37 -0.078
C -1.18 -7.01 -1.25 -0.277
O 0.05 -6.59 -0.66 -0.167
C 0.41 -7.22 0.57 -0.277
C 0.56 -8.73 0.45 -0.083
H -2.46 -5.70 -0.11 0.054
H -3.30 -7.06 -0.89 0.085
H -2.33 -7.32 0.57 0.068
H -1.29 -6.43 -2.17 0.107
H -1.12 -8.06 -1.56 0.106
H -0.31 -6.96 1.35 0.106
H 1.37 -6.80 0.87 0.119
H -0.37 -9.21 0.16 0.065
H 0.87 -9.16 1.41 0.078
H 1.31 -8.98 -0.30 0.083
C 2.50 2.73 1.75 -0.070
C 1.20 2.38 2.47 -0.276
O 1.25 1.15 3.19 -0.170
C 2.23 1.07 4.22 -0.277
C 2.04 2.11 5.31 -0.083
H 2.78 1.93 1.06 0.075
H 2.39 3.66 1.19 0.073
H 3.32 2.86 2.46 0.067
H 0.41 2.27 1.72 0.108
H 0.88 3.20 3.13 0.101
H 3.24 1.12 3.80 0.105
H 2.13 0.08 4.67 0.119
H 2.14 3.13 4.93 0.065
H 2.79 1.98 6.10 0.078
H 1.04 2.03 5.76 0.082
C -3.53 6.84 2.37 -0.082
C -2.66 5.61 2.57 -0.278
O -2.14 5.08 1.35 -0.178
C -1.30 5.95 0.59 -0.272
C -0.06 6.41 1.33 -0.073
H -4.36 6.61 1.69 0.083
H -3.93 7.19 3.32 0.078
H -2.97 7.67 1.92 0.065
H -3.27 4.82 3.02 0.118
H -1.85 5.81 3.27 0.104
H -1.88 6.80 0.22 0.106
H -0.99 5.38 -0.30 0.117
H -0.32 6.99 2.23 0.068
H 0.55 7.04 0.69 0.081
H 0.53 5.55 1.66 0.066
C 4.37 0.72 -2.01 -0.084
C 5.61 0.64 -2.88 -0.274
O 6.50 -0.41 -2.51 -0.165
C 5.98 -1.73 -2.57 -0.279
C 5.51 -2.14 -3.96 -0.083
H 4.65 0.84 -0.96 0.079
H 3.74 1.56 -2.31 0.081
H 3.77 -0.19 -2.08 0.051
H 6.17 1.58 -2.78 0.118
H 5.35 0.56 -3.94 0.106
H 5.19 -1.86 -1.83 0.102
H 6.80 -2.40 -2.27 0.118
H 4.70 -1.50 -4.32 0.066
H 5.16 -3.17 -3.96 0.077
H 6.33 -2.05 -4.68 0.082